# 1
A molecular structure, C9H20BBr6O2 in a non-equilibrium geometry, computed with ωB97M-V with the def2-TZVPD basis set.

Structure (XYZ):
```
38
Properties=species:S:1:pos:R:3
B -2.4702 2.3648 -1.4701
C -2.4476 2.2268 0.1791
O -1.4819 1.1460 0.5828
C -0.5897 1.6265 1.4538
C -0.9496 1.3637 2.9241
O 0.3975 2.2286 1.1055
H -3.2644 1.5313 -1.9098
H -1.3361 2.1588 -1.8649
H -2.8717 3.4991 -1.7496
H -2.1566 3.1760 0.6333
H -3.4178 1.8751 0.5351
H -1.9661 0.9785 2.9576
H -0.2719 0.6383 3.3535
H -0.9448 2.3071 3.4681
Br 0.4462 -3.7333 1.9612
C 1.2021 -2.8504 0.3935
C 2.1349 -1.7358 0.7828
Br 1.1613 -0.1431 1.3708
H 0.3647 -2.5070 -0.2066
H 1.7342 -3.6335 -0.1410
H 2.7104 -1.4090 -0.0807
H 2.8126 -2.0203 1.5830
Br 4.4966 -6.4127 0.3545
C 2.8768 -7.0705 1.2086
C 1.9273 -7.6769 0.2099
Br 1.0102 -6.3041 -0.8078
H 2.4399 -6.2324 1.7436
H 3.2129 -7.8222 1.9194
H 1.1437 -8.2297 0.7235
H 2.4205 -8.3276 -0.5045
Br -0.7624 5.0023 -4.5017
C -1.5887 6.0970 -3.1232
C -0.6131 6.4421 -2.0282
Br -0.3267 4.9282 -0.8565
H -2.4484 5.5429 -2.7553
H -1.9213 6.9972 -3.6378
H -1.0180 7.2300 -1.3952
H 0.3556 6.7483 -2.4108
```

## Properties
- Gap between HOMO and LUMO: 0.2499 hartree
- HOMO level: -4.842 eV
- Energy relative to the best compared isomer or geometry (same formula, charge and spin): 0.0 kJ/mol
- Total charge: -1
- E_tot: -434683.15705 eV
- Largest force on an atom: 3.08 eV Å⁻¹

Charges computed using natural (NBO), reported in e: B -0.400; C -0.289; O -0.588; C 0.825; C -0.740; O -0.604; H -0.073; H -0.043; H -0.093; H 0.161; H 0.165; H 0.225; H 0.234; H 0.222; Br -0.051; C -0.432; C -0.485; Br 0.064; H 0.239; H 0.222; H 0.226; H 0.217; Br -0.022; C -0.450; C -0.453; Br 0.001; H 0.246; H 0.223; H 0.228; H 0.227; Br -0.025; C -0.448; C -0.475; Br 0.050; H 0.259; H 0.206; H 0.214; H 0.216

---

# 2
A molecular structure, C20H35Cl2N4O3SZn in a non-equilibrium geometry, computed with ωB97M-V with the def2-TZVPD basis set.

Structure (XYZ):
```
66
Properties=species:S:1:pos:R:3
O -0.6904 -0.4973 -1.5941
C -0.8595 -1.2834 -2.6601
C -2.2669 -1.9341 -2.6582
C -3.1160 -1.8718 -1.5444
H -2.8353 -1.2833 -0.6633
C -4.3108 -2.6026 -1.5679
H -4.9700 -2.5841 -0.6958
C -4.6551 -3.3641 -2.6915
H -5.5594 -3.9673 -2.7030
C -3.8288 -3.3657 -3.8246
H -4.0846 -3.9289 -4.7211
C -2.6509 -2.6253 -3.8110
H -1.9735 -2.5889 -4.6671
H -0.7936 -0.6555 -3.5786
C 1.5463 -1.8174 -3.4075
C 0.2575 -2.3368 -2.8628
H 2.0917 -2.5968 -3.9618
H 2.1847 -1.4813 -2.5698
H 1.3453 -0.9653 -4.0702
C 0.0849 -3.5782 -2.3820
C 1.1563 -4.6000 -2.1909
H -0.9085 -3.8775 -2.0306
H 0.9440 -5.5148 -2.7609
H 1.2264 -4.8752 -1.1308
H 2.1306 -4.2089 -2.4978
Zn 0.5286 -0.4785 0.0270
Cl -1.1126 -0.5079 1.5817
Cl 2.2105 -1.9564 -0.0238
C 1.7959 -0.0805 2.9409
O 1.7235 0.7655 2.0374
N 2.3117 0.1521 4.1690
C 3.0701 1.3672 4.4166
C 2.3902 -0.9003 5.1669
H 1.4044 -1.1091 2.8101
H 2.7831 2.1325 3.6861
H 4.1525 1.1872 4.3578
H 2.8700 1.7209 5.4335
H 1.6407 -1.6618 4.9260
H 2.1958 -0.4936 6.1641
H 3.3825 -1.3693 5.1876
H 3.6959 3.4630 -1.7348
H 1.6903 4.6464 -3.0676
C 3.3580 2.5672 -2.2716
C 1.4260 3.6355 -3.4141
N 1.9186 2.6225 -2.4946
H 3.5834 1.6791 -1.6793
C 1.0985 1.8896 -1.7250
O 1.5327 1.1215 -0.8418
H 0.3346 3.5581 -3.4901
H 0.0139 2.0120 -1.9200
H 3.8623 2.5300 -3.2422
H 1.8717 3.4864 -4.4072
C -3.7350 3.3569 3.6955
N -2.6360 3.7280 2.8016
C -1.5316 2.9693 2.6024
S -0.6363 3.2265 1.1907
N -1.2543 2.0713 3.6083
C -0.9057 2.5847 4.9372
H -3.4498 2.5179 4.3445
H -4.6108 3.0774 3.1014
H -3.9973 4.2323 4.3022
H -2.8809 4.2828 1.9783
H -0.7029 1.2647 3.2861
H -1.4098 1.9834 5.7090
H 0.1801 2.5107 5.1031
H -1.2316 3.6278 5.0438
```

## Properties
- Gap between HOMO and LUMO: 0.2590 hartree
- HOMO level: -4.501 eV
- Energy relative to the best compared isomer or geometry (same formula, charge and spin): 0.0 kJ/mol
- Total charge: -1
- E_tot: -117713.60276 eV
- Largest force on an atom: 2.00 eV Å⁻¹

Charges computed using natural (NBO), reported in e: O -1.016; C 0.092; C -0.005; C -0.232; H 0.260; C -0.168; H 0.190; C -0.273; H 0.192; C -0.236; H 0.194; C -0.215; H 0.204; H 0.103; C -0.676; C 0.016; H 0.199; H 0.254; H 0.196; C -0.201; C -0.642; H 0.198; H 0.188; H 0.223; H 0.207; Zn 1.641; Cl -0.850; Cl -0.857; C 0.530; O -0.635; N -0.448; C -0.423; C -0.400; H 0.162; H 0.252; H 0.185; H 0.182; H 0.222; H 0.189; H 0.184; H 0.189; H 0.189; C -0.422; C -0.399; N -0.419; H 0.261; C 0.562; O -0.712; H 0.220; H 0.178; H 0.188; H 0.192; C -0.422; N -0.615; C 0.327; S -0.267; N -0.680; C -0.409; H 0.227; H 0.198; H 0.185; H 0.410; H 0.447; H 0.187; H 0.195; H 0.202

---

# 3
A molecular structure, C35H53AsNO2P2Zr in a non-equilibrium geometry, computed with ωB97M-V with the def2-TZVPD basis set.

Structure (XYZ):
```
95
Properties=species:S:1:pos:R:3
Zr -0.0826 0.7821 -1.1505
P -0.0482 -1.3351 -2.8021
P 0.1514 3.3868 -0.8335
N 1.1404 1.4676 -3.0156
C 1.5189 -0.9467 -3.7140
H 2.2489 -1.7374 -3.4913
H 1.2912 -0.9923 -4.7847
C 2.1350 0.4085 -3.3800
H 2.8496 0.3200 -2.5510
H 2.7373 0.8059 -4.2084
C 1.7443 2.8604 -3.0777
H 1.1846 3.4430 -3.8277
H 2.7712 2.7646 -3.4612
C 1.7710 3.5372 -1.7063
H 2.0465 4.5956 -1.8037
H 2.5224 3.0475 -1.0726
C 0.2440 3.9968 0.9161
C 0.5163 2.7477 1.7564
H 1.4640 2.2520 1.5158
H -0.2867 2.0116 1.5991
H 0.5072 2.9627 2.8329
C -0.9733 4.4985 -1.7207
C -2.4464 4.2480 -1.3717
H -3.0433 4.3655 -2.2878
H -2.8397 4.9373 -0.6127
H -2.6308 3.2222 -1.0391
C -1.3878 -1.7090 -4.0175
C -2.7072 -2.2058 -3.4059
H -3.5082 -2.0431 -4.1481
H -2.9880 -1.6192 -2.5204
H -2.7200 -3.2730 -3.1387
C 0.2144 -2.8610 -1.7835
C -0.9419 -3.0071 -0.7831
H -0.6093 -3.5776 0.0933
H -1.8091 -3.4957 -1.2433
H -1.2952 -2.0441 -0.3991
C -2.1381 0.9895 -0.6946
C -0.5150 5.9592 -1.5904
H 0.3288 6.0954 -0.8936
H -0.1677 6.3131 -2.5728
H -1.3337 6.6184 -1.2636
C -0.9849 -2.5068 -5.2733
H -1.7707 -3.2269 -5.5669
H -0.8440 -1.7920 -6.1037
H -0.0449 -3.0649 -5.1768
C 0.4464 -4.1510 -2.5718
H 0.6408 -4.9690 -1.8582
H -0.4352 -4.4400 -3.1636
H 1.3163 -4.0893 -3.2417
C -0.9806 4.6960 1.5300
H -1.8976 4.0920 1.4648
H -0.7860 4.8447 2.6093
H -1.1932 5.6875 1.1161
H 1.0989 4.6978 0.9469
H 1.1405 -2.6539 -1.2167
H -0.8414 4.1856 -2.7731
H -1.6084 -0.6859 -4.3720
O -3.3019 1.0104 -0.4526
H 0.3968 1.4611 -3.7388
H -1.4572 1.2072 -2.2975
O 0.4646 -0.1955 0.4699
As 0.3029 -1.1729 1.9867
C -1.4200 -1.8172 2.6169
C -2.6406 -1.7924 1.9134
C -3.7882 -2.3039 2.5210
C -3.7578 -2.7613 3.8469
C -2.5497 -2.7551 4.5686
C -1.3906 -2.2920 3.9394
C 1.6449 -2.5212 1.7773
C 1.4304 -3.7183 2.4858
C 2.4793 -4.6193 2.6519
C 3.7149 -4.3696 2.0500
C 3.9049 -3.2209 1.2716
C 2.8697 -2.2948 1.1234
C 0.8696 0.0143 3.3743
C -0.0939 0.5947 4.2291
C 0.3348 1.2415 5.3799
C 1.6933 1.3614 5.6544
C 2.6554 0.8365 4.7692
C 2.2362 0.1502 3.6316
H -2.7080 -1.3516 0.9257
H -4.7329 -2.3310 1.9633
H -4.6721 -3.1193 4.3285
H -2.5124 -3.0938 5.6042
H -0.4665 -2.2720 4.5106
H 0.4513 -3.9192 2.9175
H 2.3203 -5.5113 3.2635
H 4.5327 -5.0747 2.1799
H 4.8648 -3.0319 0.7844
H 3.0092 -1.3970 0.5176
H -1.1520 0.5012 3.9938
H -0.4144 1.6416 6.0745
H 2.0270 1.8653 6.5546
H 3.7231 0.9458 4.9639
H 2.9615 -0.3086 2.9498
```

## Properties
- Gap between HOMO and LUMO: 0.2287 hartree
- HOMO level: -16.639 eV
- Energy relative to the best compared isomer or geometry (same formula, charge and spin): 51.9 kJ/mol
- Total charge: +3
- E_tot: -123412.28083 eV
- Largest force on an atom: 7.98 eV Å⁻¹

Charges computed using Mulliken, reported in e: Zr -0.650; P 0.712; P 0.310; N -0.135; C -0.961; H 0.396; H 0.545; C -0.822; H 0.435; H 0.578; C -1.097; H 0.401; H 0.530; C -0.696; H 0.476; H 0.459; C 0.840; C -1.465; H 0.356; H 0.103; H 0.503; C 0.746; C -1.177; H 0.430; H 0.414; H -0.027; C 0.674; C -1.658; H 0.543; H 0.228; H 0.349; C 1.085; C -0.847; H 0.543; H 0.371; H -0.494; C 0.506; C -1.450; H 0.419; H 0.298; H 0.419; C -1.479; H 0.374; H 0.393; H 0.358; C -1.638; H 0.493; H 0.315; H 0.368; C -1.645; H 0.312; H 0.495; H 0.352; H 0.741; H -0.223; H 0.518; H 0.399; O -0.338; H 0.260; H 0.306; O 0.050; As 1.129; C 0.755; C -0.121; C -0.866; C -0.636; C -0.873; C -0.673; C 0.750; C -0.629; C -0.779; C -0.654; C -0.879; C -0.303; C 0.287; C -0.087; C -0.875; C -0.629; C -0.739; C -0.417; H 0.206; H 0.446; H 0.434; H 0.454; H 0.581; H 0.445; H 0.469; H 0.436; H 0.458; H 0.445; H 0.526; H 0.437; H 0.465; H 0.470; H 0.368

---

# 4
2 unconnected molecules or ions with the total composition C3H3NS2 in a non-equilibrium geometry, computed with ωB97M-V with the def2-TZVPD basis set.

Structure (XYZ):
```
9
Properties=species:S:1:pos:R:3
C -1.0037 -1.5597 -0.0777
C -1.4118 0.5053 0.0178
C 1.3624 0.4907 0.0107
N -0.8021 -2.6809 -0.0462
S -2.9769 0.7656 0.0641
S -0.1103 1.5504 -0.0294
H 1.3307 -0.1328 0.8978
H 2.2048 1.1735 0.0539
H 1.4070 -0.1120 -0.8910
```

## Properties
- Gap between HOMO and LUMO: 0.3213 hartree
- HOMO level: -9.831 eV
- Energy relative to the best compared isomer or geometry (same formula, charge and spin): 230.9 kJ/mol
- E_tot: -26316.89383 eV
- Largest force on an atom: 4.87 eV Å⁻¹

Charges computed using natural (NBO), reported in e: C 0.140; C -0.375; C -0.736; N -0.438; S 0.225; S 0.443; H 0.250; H 0.242; H 0.249

---

# 5
C11H17BCl3NO in the gas phase in a non-equilibrium geometry, computed with ωB97M-V with the def2-TZVPD basis set.

Structure (XYZ):
```
34
Properties=species:S:1:pos:R:3
Cl 2.9502 -1.6503 2.0224
B 2.0523 -0.0430 1.8202
Cl 2.2224 1.0485 3.3182
Cl 2.7663 0.9165 0.2813
O 0.6421 -0.2867 1.4543
C -0.2544 0.7329 1.1766
C -1.6456 0.2313 1.6741
C -2.5836 1.2241 1.9058
C -3.9194 0.8719 2.1635
C -4.3027 -0.4883 2.2821
C -3.3029 -1.4731 2.1737
C -1.9550 -1.1232 1.9192
H 0.0464 1.6720 1.6928
H -2.2433 2.2746 1.8531
H -4.6608 1.6770 2.2548
H -5.3630 -0.7277 2.4388
H -3.6081 -2.5043 2.2785
H -1.2102 -1.9323 1.8843
C 1.1991 3.8026 -4.7399
C 0.8571 3.6675 -3.2577
C 0.3784 2.3102 -2.7191
C 0.0676 2.3465 -1.1842
N -0.2843 1.0137 -0.4721
H 1.5869 4.7987 -4.9261
H 1.9646 3.1008 -5.0463
H 0.3289 3.6828 -5.3745
H 1.7406 3.9427 -2.6687
H 0.0929 4.4150 -3.0097
H -0.5174 2.0084 -3.2689
H 1.1272 1.5460 -2.9323
H 0.9083 2.8236 -0.6632
H -0.8171 2.9992 -1.0555
H 0.2677 0.2604 -0.8582
H -1.2453 0.7565 -0.7595
```

## Properties
- Gap between HOMO and LUMO: 0.3488 hartree
- HOMO level: -9.378 eV
- Energy relative to the best compared isomer or geometry (same formula, charge and spin): 0.0 kJ/mol
- E_tot: -53467.68014 eV
- Largest force on an atom: 2.47 eV Å⁻¹

Charges computed using natural (NBO), reported in e: Cl -0.235; B 0.466; Cl -0.266; Cl -0.371; O -0.722; C 0.304; C -0.102; C -0.212; C -0.207; C -0.204; C -0.204; C -0.180; H 0.224; H 0.216; H 0.219; H 0.224; H 0.221; H 0.252; C -0.601; C -0.390; C -0.411; C -0.212; N -0.570; H 0.220; H 0.210; H 0.205; H 0.207; H 0.196; H 0.198; H 0.217; H 0.247; H 0.201; H 0.443; H 0.415

---

# 6
2 unconnected molecules or ions with the total composition C3H8O3S, computed with ωB97M-V with the def2-TZVPD basis set.

Structure (XYZ):
```
15
Properties=species:S:1:pos:R:3
O 1.0627 1.0194 0.1831
C -0.0921 0.6852 0.1646
O -0.9302 1.0257 1.1959
C -0.7539 -0.0681 -0.9643
C 0.1109 0.0061 -2.2280
S -0.6946 -0.9112 -3.6017
H -0.4899 1.8219 1.5587
H -0.8320 -1.1044 -0.6328
H -1.7133 0.3816 -1.2070
H 1.0515 -0.5246 -2.1049
H 0.3186 1.0386 -2.4872
H -1.1191 0.1602 -4.2935
O 1.4815 -1.4974 4.9518
H 1.1127 -1.3938 4.0742
H 1.4871 -0.6392 5.3911
```

## Properties
- Gap between HOMO and LUMO: 0.3593 hartree
- HOMO level: -9.383 eV
- Energy relative to the best compared isomer or geometry (same formula, charge and spin): 34.0 kJ/mol
- SMILES: O=C(O)CCS.O
- E_tot: -20218.59852 eV
- Largest force on an atom: 0.98 eV Å⁻¹

Charges computed using natural (NBO), reported in e: O -0.586; C 0.791; O -0.692; C -0.530; C -0.495; S -0.054; H 0.495; H 0.244; H 0.240; H 0.230; H 0.230; H 0.127; O -0.944; H 0.472; H 0.472